1.
93
Properties=species:S:1:pos:R:3 method="wB97M-V/def2-TZVPD" lumo_ev="-1.9 / -1.8" max_force_ha_per_bohr=0.077 e_tot_ha=-3669.2033 de_lowest_kcal_mol=71.7 spin_multiplicity=8 orbital_gap_ev="4.61 / 4.96"
Eu 0.057 -0.138 0.047
C -2.127 -0.079 0.858
C -2.238 -0.398 -0.482
C -2.647 0.542 -1.566
C -1.499 1.305 -2.279
C -0.400 1.800 -1.399
C -0.533 2.268 -0.112
C -1.815 2.464 0.621
C -2.322 1.267 1.473
C 2.143 0.279 -0.141
H -2.009 -0.913 1.576
H -2.159 -1.473 -0.756
H -3.374 1.258 -1.155
H -3.197 -0.041 -2.329
H -1.074 0.650 -3.065
H -1.912 2.181 -2.813
H 0.599 1.862 -1.870
H 0.378 2.663 0.385
H -2.586 2.754 -0.106
H -1.692 3.331 1.294
H -1.813 1.295 2.453
H -3.399 1.390 1.690
H 2.580 -0.187 0.741
H 2.336 1.339 -0.192
H 2.428 -0.249 -1.055
P 0.135 -2.526 -9.451
P 2.248 0.535 -9.721
C -0.240 -0.881 -10.075
C 0.502 0.270 -10.052
C -0.807 -3.662 -10.555
C -1.972 -3.287 -11.231
C -2.623 -4.202 -12.070
C -2.121 -5.494 -12.227
C -0.957 -5.878 -11.547
C -0.298 -4.968 -10.725
C -0.916 -2.511 -7.933
C -0.516 -1.654 -6.889
C -1.240 -1.607 -5.700
C -2.360 -2.430 -5.524
C -2.748 -3.294 -6.551
C -2.034 -3.334 -7.751
C 2.723 1.326 -11.329
C 2.720 0.505 -12.474
C 3.091 1.020 -13.714
C 3.496 2.356 -13.828
C 3.520 3.169 -12.693
C 3.134 2.660 -11.449
C 2.295 1.966 -8.568
C 3.395 2.046 -7.686
C 3.490 3.097 -6.779
C 2.482 4.070 -6.722
C 1.390 3.988 -7.586
C 1.296 2.941 -8.513
H -1.282 -0.784 -10.421
H -0.007 1.186 -10.403
H -2.374 -2.286 -11.107
H -3.524 -3.897 -12.604
H -2.627 -6.203 -12.883
H -0.559 -6.884 -11.671
H 0.623 -5.251 -10.213
H 0.368 -1.027 -7.011
H -0.926 -0.935 -4.901
H -2.921 -2.400 -4.589
H -3.614 -3.942 -6.420
H -2.352 -4.004 -8.548
H 2.427 -0.541 -12.388
H 3.076 0.378 -14.593
H 3.795 2.756 -14.798
H 3.839 4.208 -12.772
H 3.147 3.307 -10.574
H 4.161 1.271 -7.718
H 4.342 3.154 -6.103
H 2.552 4.884 -6.000
H 0.600 4.739 -7.540
H 0.446 2.888 -9.187
O -0.257 -1.492 7.841
N 0.132 -0.361 7.517
O 0.394 0.556 8.307
C 0.291 -0.081 6.066
C 0.021 -1.084 5.135
C 0.165 -0.820 3.773
C 0.556 0.502 3.272
O 0.603 0.812 2.077
C 0.844 1.460 4.312
C 0.714 1.186 5.655
N 1.306 2.812 3.887
O 1.541 3.620 4.813
O 1.459 3.062 2.691
N -0.051 -1.933 2.838
O -0.484 -2.989 3.270
O 0.316 -1.776 1.603
H -0.284 -2.066 5.467
H 0.934 1.946 6.393

---

2.
21
Properties=species:S:1:pos:R:3 method="wB97M-V/def2-TZVPD" lumo_ev=0.8 max_force_ha_per_bohr=0.066 e_tot_ha=-366.2463 de_lowest_kcal_mol=117.7 orbital_gap_ev=7.94
C -1.054 0.812 -0.404
C 1.378 0.609 1.483
C 1.848 -0.637 1.142
C -2.174 -0.191 -0.183
C -0.522 0.812 -1.829
C 0.661 -1.528 -0.141
O 2.025 1.722 1.013
N 0.744 -2.709 -0.219
H 1.561 2.519 1.282
H -1.418 1.815 -0.154
H 0.398 -3.648 -0.164
H 0.787 0.743 2.385
H -0.177 0.692 0.339
H 2.725 -0.679 0.514
H 1.749 -1.417 1.878
H -3.032 0.043 -0.815
H -2.507 -0.188 0.855
H -1.837 -1.196 -0.433
H 0.290 1.527 -1.934
H -0.137 -0.174 -2.077
H -1.310 1.075 -2.538

---

3.
136
Properties=species:S:1:pos:R:3 method="wB97M-V/def2-TZVPD" lumo_ev=-0.3 max_force_ha_per_bohr=0.024 e_tot_ha=-4275.3604 smiles="CC(=O)OC(=O)CN1C(=O)c2cccc(S)c2C1=O.Fc1ccccc1.Fc1ccccc1.Fc1ccccc1.Fc1ccccc1.Fc1ccccc1.Fc1ccccc1.Fc1ccccc1.Fc1ccccc1.Fc1ccccc1" orbital_gap_ev=8.72
C -5.917 4.784 5.332
C -4.729 4.296 4.572
O -4.199 4.866 3.672
O -4.137 3.103 5.036
C -4.840 1.926 4.944
O -5.927 1.747 5.402
C -4.009 0.846 4.295
N -3.399 1.300 3.058
C -4.225 1.969 2.123
O -5.345 2.337 2.344
C -3.450 1.962 0.858
C -3.552 2.775 -0.246
C -2.665 2.539 -1.284
C -1.733 1.502 -1.211
C -1.641 0.677 -0.094
S -0.443 -0.630 -0.055
C -2.507 0.944 0.949
C -2.662 0.340 2.303
O -2.329 -0.726 2.736
H -6.591 5.277 4.633
H -6.444 3.989 5.849
H -5.587 5.520 6.067
H -4.633 -0.040 4.179
H -3.198 0.586 4.981
H -4.286 3.568 -0.280
H -2.689 3.165 -2.167
H -1.056 1.321 -2.036
H -1.219 -1.571 -0.595
F -2.363 -1.440 -2.540
C -3.317 -1.159 -3.457
C -4.641 -1.223 -3.076
C -5.612 -0.921 -4.021
C -5.248 -0.567 -5.313
C -3.907 -0.513 -5.667
C -2.924 -0.809 -4.732
H -4.898 -1.503 -2.064
H -6.656 -0.961 -3.742
H -6.010 -0.333 -6.045
H -3.625 -0.246 -6.675
H -1.871 -0.772 -4.980
F 1.120 1.893 0.644
C 2.085 1.802 1.589
C 2.509 0.545 1.972
C 3.495 0.445 2.942
C 4.034 1.591 3.511
C 3.588 2.842 3.105
C 2.605 2.958 2.131
H 2.074 -0.331 1.510
H 3.842 -0.532 3.253
H 4.800 1.509 4.268
H 4.005 3.736 3.550
H 2.244 3.921 1.797
F -2.781 0.757 -8.623
C -2.504 2.054 -8.340
C -2.591 2.969 -9.366
C -2.318 4.301 -9.092
C -1.954 4.688 -7.810
C -1.868 3.740 -6.799
C -2.150 2.405 -7.054
H -2.869 2.636 -10.358
H -2.387 5.034 -9.884
H -1.736 5.726 -7.599
H -1.580 4.040 -5.800
H -2.097 1.661 -6.272
F -1.513 -3.262 -9.773
C -1.212 -2.541 -10.873
C -1.467 -1.185 -10.868
C -1.153 -0.451 -12.003
C -0.602 -1.074 -13.115
C -0.359 -2.440 -13.090
C -0.662 -3.188 -11.961
H -1.902 -0.720 -9.996
H -1.341 0.615 -12.017
H -0.362 -0.496 -13.997
H 0.069 -2.930 -13.955
H -0.477 -4.252 -11.918
F 3.272 -2.225 3.110
C 2.182 -2.751 3.726
C 2.316 -3.928 4.435
C 1.191 -4.447 5.062
C -0.031 -3.794 4.971
C -0.133 -2.614 4.247
C 0.982 -2.082 3.618
H 3.277 -4.423 4.491
H 1.275 -5.366 5.627
H -0.902 -4.206 5.463
H -1.075 -2.093 4.165
H 0.919 -1.161 3.054
F 4.581 -0.226 5.983
C 4.863 0.428 7.130
C 4.021 1.445 7.530
C 4.314 2.117 8.708
C 5.431 1.768 9.454
C 6.263 0.741 9.026
C 5.979 0.060 7.851
H 3.159 1.699 6.926
H 3.665 2.915 9.043
H 5.653 2.299 10.371
H 7.135 0.472 9.602
H 6.608 -0.746 7.497
F -4.344 2.837 -13.135
C -5.431 2.441 -12.438
C -5.465 1.159 -11.931
C -6.578 0.759 -11.206
C -7.635 1.637 -11.006
C -7.576 2.921 -11.530
C -6.465 3.335 -12.251
H -4.632 0.489 -12.102
H -6.617 -0.241 -10.797
H -8.503 1.320 -10.443
H -8.398 3.607 -11.378
H -6.396 4.333 -12.663
F 6.943 -6.731 0.874
C 6.959 -5.868 1.911
C 5.937 -4.949 2.028
C 5.958 -4.066 3.098
C 6.994 -4.112 4.022
C 8.011 -5.046 3.878
C 7.999 -5.938 2.815
H 5.143 -4.930 1.293
H 5.159 -3.345 3.207
H 7.007 -3.420 4.854
H 8.821 -5.082 4.595
H 8.778 -6.677 2.684
F 8.115 -1.083 10.947
C 7.186 -1.569 11.803
C 7.276 -2.892 12.184
C 6.327 -3.392 13.063
C 5.311 -2.576 13.539
C 5.244 -1.249 13.135
C 6.188 -0.732 12.260
H 8.075 -3.510 11.797
H 6.384 -4.426 13.377
H 4.573 -2.972 14.222
H 4.452 -0.611 13.501
H 6.151 0.299 11.939

---

4.
21
Properties=species:S:1:pos:R:3 method="wB97M-V/def2-TZVPD" lumo_ev="0.6 / 0.7" max_force_ha_per_bohr=0.038 e_tot_ha=-274.9238 de_lowest_kcal_mol=120.7 orbital_gap_ev="7.37 / 7.59"
C 1.987 -0.788 0.748
C 0.822 -0.725 -0.173
C 0.024 0.442 -0.200
C 0.415 1.719 0.276
C -1.161 0.428 -1.238
C -1.577 0.185 0.119
C -2.020 -1.150 0.653
H 2.502 -1.752 0.701
H 2.727 0.002 0.543
H 1.661 -0.619 1.793
H 2.033 0.595 -1.642
H 0.458 -1.632 -0.645
H 1.320 1.848 0.857
H -0.281 2.551 0.238
H 1.972 1.332 -1.455
H -1.347 1.394 -1.694
H -1.117 -0.413 -1.923
H -1.980 1.034 0.660
H -1.667 -1.295 1.678
H -1.656 -1.978 0.041
H -3.117 -1.178 0.664

---

5.
32
Properties=species:S:1:pos:R:3 method="wB97M-V/def2-TZVPD" lumo_ev="4.6 / 4.6" max_force_ha_per_bohr=0.081 e_tot_ha=-2248.7320 charge=-2 spin_multiplicity=2 orbital_gap_ev="3.52 / 3.52"
Yb 1.933 0.972 -3.085
Cl -0.434 1.478 -2.690
C 2.358 -1.300 -3.545
C 3.480 2.757 -2.962
H 3.349 -1.501 -4.011
H 2.224 -2.028 -2.719
H 1.584 -1.489 -4.302
H 4.479 2.544 -3.393
H 3.645 3.210 -1.960
H 2.984 3.503 -3.599
Mg 0.482 0.534 0.592
C -0.374 2.247 1.514
C 2.444 0.290 0.624
H 0.468 2.649 2.126
H -0.661 2.997 0.748
H -1.211 2.008 2.153
H 3.295 1.080 0.596
H 3.068 -0.688 0.355
C -0.551 -1.399 0.173
C -1.655 -1.399 1.107
C -1.458 -0.989 2.459
C -2.531 -0.929 3.346
C -3.831 -1.281 2.917
C -4.048 -1.631 1.570
C -2.990 -1.667 0.675
H -0.782 -1.570 -0.883
H 0.373 -1.928 0.536
H -0.438 -0.759 2.805
H -2.361 -0.636 4.380
H -4.660 -1.217 3.604
H -5.049 -1.894 1.238
H -3.133 -1.964 -0.367

---

6.
7
Properties=species:S:1:pos:R:3 method="wB97M-V/def2-TZVPD" lumo_ev=0.5 max_force_ha_per_bohr=0.299 e_tot_ha=-1059.9245 de_lowest_kcal_mol=132.6 orbital_gap_ev=7.77
C 0.936 -0.306 0.042
H -1.684 1.138 0.392
H 0.933 -0.184 1.126
H 1.559 -1.147 -0.269
F 1.383 0.834 -0.543
Cl -2.398 0.310 -0.278
Cl -0.730 -0.645 -0.469